(1)
Entry from the OMol25 dataset: one molecule with the formula C2I2 (ωB97M-V with the def2-TZVPD basis set).

ORCA input file:
```
! wB97M-V def2-TZVPD RIJCOSX def2/J DEFGRID3
* xyz 0 1
C 0.192 -1.672 0.004
C -0.185 1.672 0.004
I 1.526 0.019 0.001
I -1.519 -0.019 0.002
*
```

HOMO level (spin up / spin down)	-7.5 / -7.5	eV
Kohn-Sham gap (spin up / spin down)	5.89 / 5.89	eV

(2)
Entry from the OMol25 dataset: a 2-piece molecular cluster, C2H9N3O overall (ωB97M-V with the def2-TZVPD basis set).

ORCA input file:
```
! wB97M-V def2-TZVPD RIJCOSX def2/J DEFGRID3
* xyz 0 1
N 2.071 1.536 0.619
C 1.202 2.031 -0.209
O 0.773 3.140 -0.049
H 2.649 0.848 0.262
H 1.804 1.623 1.611
H 1.003 1.424 -1.054
N -1.354 -2.325 0.290
C -0.783 -1.035 0.315
N -0.773 -0.215 -0.946
H -0.866 -3.044 -0.224
H -2.173 -2.177 -0.210
H 0.201 -1.146 0.778
H -1.419 -0.435 0.990
H -1.186 0.621 -0.558
H -1.149 -0.846 -1.615
*
```

HOMO level	-9.2	eV
Kohn-Sham gap	10.08	eV
SMILES string	NC=O.NCN

(3)
Entry from the OMol25 dataset: a 12-piece molecular cluster, C30H84O16 overall (ωB97M-V with the def2-TZVPD basis set).

ORCA input file:
```
! wB97M-V def2-TZVPD RIJCOSX def2/J DEFGRID3
* xyz 0 1
C 14.239 14.747 9.292
C 13.113 14.524 10.394
C 11.942 13.628 9.871
O 13.643 13.919 11.536
H 13.820 15.068 8.345
H 14.683 13.714 9.142
H 14.976 15.434 9.630
H 12.705 15.523 10.677
H 11.537 14.005 8.925
H 11.163 13.570 10.639
H 12.431 12.638 9.663
H 13.660 14.554 12.253
C 15.486 13.034 14.437
C 16.042 12.923 15.820
C 15.639 14.087 16.633
O 15.554 11.715 16.457
H 14.416 13.048 14.483
H 15.870 12.255 13.799
H 15.908 13.994 14.038
H 17.168 12.840 15.703
H 14.578 14.011 16.883
H 15.802 15.041 16.126
H 16.105 13.973 17.594
H 15.615 10.974 15.804
C 15.173 8.490 19.100
C 13.875 8.991 18.445
C 12.714 8.244 19.145
O 13.621 10.424 18.594
H 16.035 8.976 18.658
H 15.366 7.476 18.908
H 15.188 8.570 20.178
H 13.877 8.750 17.405
H 12.926 7.175 19.212
H 11.723 8.355 18.700
H 12.789 8.711 20.120
H 14.286 10.904 18.059
C 8.571 11.135 20.343
C 8.900 11.073 21.834
C 10.366 11.396 22.083
O 7.979 11.886 22.434
H 8.555 12.134 19.961
H 7.557 10.718 20.252
H 9.314 10.557 19.691
H 8.643 10.075 22.231
H 11.022 10.534 21.809
H 10.605 11.548 23.144
H 10.817 12.208 21.494
H 8.127 12.794 22.102
C 8.744 6.022 16.325
C 8.371 7.461 16.198
C 9.548 8.409 16.535
O 7.789 7.767 14.963
H 7.969 5.288 16.312
H 9.251 5.821 17.202
H 9.344 5.850 15.457
H 7.523 7.557 16.954
H 10.496 8.142 16.095
H 9.733 8.417 17.611
H 9.228 9.450 16.306
H 7.725 8.751 14.913
C 6.634 13.203 14.105
C 6.458 12.229 15.269
C 5.330 11.197 14.947
O 7.617 11.456 15.418
H 5.858 13.965 14.119
H 6.715 12.628 13.105
H 7.625 13.704 14.243
H 6.108 12.814 16.124
H 4.330 11.553 15.162
H 5.503 10.333 15.571
H 5.376 10.864 13.915
H 8.350 11.848 15.892
O 15.757 9.517 14.862
C 14.719 9.261 13.910
C 14.766 10.112 12.663
O 14.038 9.521 11.591
H 16.592 9.033 14.694
H 14.832 8.206 13.616
H 13.747 9.226 14.433
H 15.845 10.202 12.359
H 14.338 11.142 12.847
H 13.105 9.638 11.631
O 13.344 17.830 18.286
C 11.993 17.706 17.873
C 11.733 16.292 17.425
O 10.431 16.217 16.859
H 13.438 17.779 19.283
H 11.225 18.048 18.617
H 11.861 18.201 16.942
H 11.709 15.559 18.245
H 12.524 15.911 16.800
H 10.461 15.591 16.106
O 11.216 9.501 13.765
C 10.394 8.777 12.816
C 10.336 9.356 11.434
O 11.564 9.278 10.717
H 11.741 8.776 14.111
H 10.477 7.716 12.855
H 9.402 8.893 13.237
H 10.081 10.410 11.428
H 9.488 8.994 10.835
H 11.458 8.859 9.899
O 9.793 15.855 12.105
C 9.240 16.710 11.107
C 9.082 18.113 11.720
O 8.420 19.142 10.920
H 10.584 16.293 12.431
H 9.889 16.674 10.200
H 8.267 16.305 10.858
H 10.086 18.338 12.163
H 8.442 17.983 12.587
H 8.893 19.099 10.097
C 11.447 12.850 16.009
C 10.930 13.004 14.621
O 10.484 14.362 14.525
H 11.779 11.830 16.124
H 10.676 13.007 16.748
H 12.341 13.457 16.203
H 10.063 12.373 14.357
H 11.647 12.621 13.902
H 10.037 14.649 13.717
C 13.831 17.823 14.662
C 12.393 17.554 14.100
O 12.312 16.372 13.287
H 13.875 18.647 15.403
H 14.513 18.138 13.860
H 14.213 16.877 15.102
H 12.075 18.332 13.428
H 11.703 17.435 14.927
H 12.248 15.656 13.913
*
```

HOMO level	-9.9	eV
Kohn-Sham gap	10.34	eV
SMILES string	CC(C)O.CC(C)O.CC(C)O.CC(C)O.CC(C)O.CC(C)O.OCCO.OCCO.OCCO.OCCO.CCO.CCO

Calculated energy above the lowest of the compared OMol25 structures with the same formula, charge and spin (kcal per mole), listed in the same order as above: 191.5, 46.8, 62.3